[1]
26
Properties=species:S:1:pos:R:3:forces:R:3 method="wB97M-V/def2-TZVPD" multiplicity=3 lumo_energy_ev="4.86 / 4.86" energy_ev=-81179.82637 homo_lumo_gap_ev="2.518 / 4.736" total_charge=-2 e_homo_ev="2.34 / 0.12"
C -1.411495 2.141229 -2.955792 0.033 1.286 -0.035
C -0.010958 1.912393 -3.275366 0.024 1.130 -0.160
C 0.711946 1.893991 -2.033635 0.521 0.310 -0.432
C -0.214765 2.025590 -0.966930 -0.138 0.701 -0.032
C -1.516167 2.234960 -1.515764 -0.212 0.630 -0.496
Ni -0.810286 0.453795 -2.244070 -0.283 -3.671 0.610
N -1.432781 -2.509611 0.173372 -2.124 3.449 -0.104
C -0.722999 -3.575406 0.717319 1.902 0.669 -0.373
C -0.193112 -2.675250 -0.507033 0.843 -0.458 0.849
H 1.792884 1.809390 -1.915875 -0.386 -0.142 -0.055
H 0.398550 1.752070 -4.272885 -0.103 0.187 0.349
H 0.022367 2.040274 0.093024 -0.027 -0.228 -0.282
H -2.412708 2.466759 -0.945620 0.199 -0.178 -0.150
H -2.235579 2.201099 -3.663978 0.268 0.076 0.165
H -0.289564 -2.880700 -1.594756 0.212 -0.458 0.931
H -1.084137 -4.548765 0.482635 -0.444 -0.707 -0.096
H -1.368530 -1.588047 0.688837 -0.317 -1.679 -0.346
H 0.609770 -1.954189 -0.239199 -0.620 -0.655 -0.198
H -0.376675 -3.435595 1.748918 0.594 -0.192 -0.558
Cl 0.747112 -0.658838 4.741320 0.027 -0.240 0.618
C 1.722741 0.435780 3.753753 -0.448 0.270 -1.456
Cl 3.438940 0.060128 3.761449 0.648 -0.205 0.499
C 1.154554 0.306087 2.248122 -0.348 0.869 0.224
O 0.374759 1.279400 2.069054 0.496 -1.002 -0.173
O 1.526797 -0.653108 1.555112 -0.372 0.775 0.693
H 1.579348 1.466572 4.097976 0.055 -0.539 0.007

=====

[2]
35
Properties=species:S:1:pos:R:3:forces:R:3 method="wB97M-V/def2-TZVPD" multiplicity=5 lumo_energy_ev="-0.90 / -3.32" energy_ev=-89177.72019 homo_lumo_gap_ev="8.942 / 6.597" e_homo_ev="-9.84 / -9.91" de_lowest_kcal_mol=0.0
Co -0.036769 0.923560 1.022317 -0.073 0.103 -0.069
N 3.277239 0.081076 2.949949 0.041 -0.024 0.017
C 2.511551 -1.129947 2.458132 -0.017 0.000 0.022
C 3.235550 -2.390135 2.902105 0.020 -0.021 -0.005
P 2.613162 -0.904789 0.602825 -0.066 -0.034 -0.019
O 2.294322 -2.356783 0.037096 0.002 0.009 0.011
O 4.026962 -0.517636 0.408372 0.021 0.031 0.000
O 1.509452 0.047897 0.197234 0.023 0.027 -0.024
P 0.773774 -1.000974 2.987528 -0.023 -0.018 0.045
O 0.890811 -1.424257 4.530168 -0.012 0.019 0.009
O -0.056752 -1.916650 2.168851 0.020 0.000 0.009
O 0.476498 0.496562 2.917794 0.046 -0.044 0.006
H 4.037305 0.228364 2.256935 -0.026 0.001 -0.022
H 3.653369 -0.062173 3.886185 -0.017 0.010 0.009
H 2.642912 0.888403 2.963220 -0.002 0.002 -0.003
H 4.222076 -2.449776 2.439634 0.000 -0.003 0.009
H 2.665592 -3.262857 2.590981 -0.007 0.007 -0.007
H 3.328756 -2.424099 3.989694 0.004 0.008 0.000
H 1.352561 -2.566151 0.129476 -0.004 0.026 0.010
H 0.048789 -1.680122 4.926070 0.008 -0.010 -0.008
O -6.712767 1.044093 -0.893524 0.104 -0.206 -0.074
C -5.907513 0.029380 -0.928049 -0.037 0.302 0.066
O -6.396006 -0.990371 -1.376156 -0.144 -0.089 -0.019
C -4.516054 0.182154 -0.433838 -0.032 0.063 -0.031
C -3.847735 -0.949107 0.013041 0.120 0.019 -0.006
C -2.549707 -0.801911 0.464298 -0.062 -0.034 -0.015
N -1.947098 0.390115 0.462497 0.058 -0.041 0.011
C -2.590302 1.479525 0.034908 -0.012 0.031 0.008
C -3.894982 1.420281 -0.424296 0.013 -0.061 0.053
C -1.822879 2.807747 0.091628 -0.059 -0.011 -0.021
O -2.402431 3.803494 -0.286152 0.033 -0.010 0.013
O -0.624092 2.715921 0.553402 0.073 -0.042 0.019
H -4.333791 -1.914023 0.003369 0.008 -0.010 0.008
H -1.965156 -1.627471 0.849513 0.006 0.001 0.002
H -4.372147 2.329662 -0.762107 -0.009 -0.002 -0.001

=====

[3]
26
Properties=species:S:1:pos:R:3:forces:R:3 method="wB97M-V/def2-TZVPD" lumo_energy_ev=2.47 energy_ev=-27291.53445 homo_lumo_gap_ev=7.553 total_charge=-1 e_homo_ev=-5.08 de_lowest_kcal_mol=0.2
C -1.590151 -2.264843 -0.684330 -1.884 0.287 2.315
C 1.541714 -0.118399 0.657385 -0.994 1.130 -1.418
C 0.372085 0.464961 0.310121 1.598 0.364 0.626
C 0.766932 1.026491 -2.069305 2.314 2.059 1.361
C -2.195820 -2.053465 0.798994 -3.187 0.939 -2.838
C -2.098568 -0.602585 0.344115 3.134 0.623 -1.286
C 1.697564 -1.184002 1.640794 0.360 0.710 -0.566
C 1.173751 2.789110 -0.225643 -2.599 -0.384 1.730
C 0.352420 1.593298 -0.709294 -2.127 -0.508 0.177
N -1.655573 -0.961140 -0.980458 -0.524 1.608 0.841
O 0.063609 0.108233 -2.528481 -2.660 -2.810 -1.183
O -1.217940 -3.243614 -1.239938 0.650 -1.356 -1.048
O 1.802645 1.391606 -2.611060 0.024 0.491 -0.020
O -0.749216 0.345993 1.060365 -2.021 -1.881 -0.203
I -3.716023 0.730567 0.650760 0.112 -0.004 -0.041
H 2.500991 0.162488 0.209288 -0.731 0.312 -0.515
H -3.256214 -2.370452 1.086095 1.515 0.208 -0.637
H -1.512407 -2.372484 1.448372 2.619 -0.968 3.133
H 1.345879 -2.072794 1.167171 0.061 -1.157 0.184
H 1.122943 -0.906952 2.480106 -0.598 -0.236 1.372
H 2.756923 -1.124103 1.800557 0.485 -1.042 0.852
H 1.075532 3.622023 -0.864686 0.207 0.968 -0.787
H 0.811362 3.066070 0.795501 -0.397 0.068 -0.742
H 2.149920 2.559634 0.045409 2.059 -0.680 -0.504
H -0.812932 1.734165 -0.699438 2.101 0.680 -0.478
H -0.729418 -0.319809 -1.882411 0.483 0.580 -0.327

=====

[4]
24
Properties=species:S:1:pos:R:3:forces:R:3 method="wB97M-V/def2-TZVPD" lumo_energy_ev="2.38 / 2.75" energy_ev=-31979.95835 homo_lumo_gap_ev="4.917 / 5.666" total_charge=-1 e_homo_ev="-2.53 / -2.91" de_lowest_kcal_mol=134.3
C 0.990308 -0.915266 -0.455271 1.101 -1.364 0.072
C -0.168513 -0.584273 -1.297088 1.412 -2.188 1.469
C 2.035683 -0.090178 -0.297677 -1.135 2.332 -1.031
C 0.064558 2.232463 -0.552252 1.715 1.126 0.570
C -1.076303 0.349987 -1.070186 -0.498 1.766 -0.175
C 1.221711 -2.375053 -0.044891 -1.015 -1.248 -0.280
C -0.635157 -1.652272 -2.235321 -3.522 4.972 -0.980
C -0.315258 1.840338 2.420162 -0.595 1.232 2.465
C -1.313779 1.509148 1.312912 -0.706 0.380 0.445
N -0.639314 1.427860 0.055450 0.076 -1.076 -1.586
O -2.090925 0.649833 -1.665577 -1.635 0.533 -0.017
S 0.893255 3.546626 -0.900164 -0.652 -0.846 -0.016
I 3.694395 -0.407512 0.955090 0.380 -0.564 0.544
H 1.461911 -2.440974 1.012736 0.749 0.023 -0.096
H 1.908036 -2.885277 -0.728483 0.969 0.503 0.506
H 0.457171 -3.164098 -0.140609 -1.021 0.834 0.050
H -1.746972 -1.805983 -2.239163 0.833 0.489 -0.041
H -0.253187 -2.498695 -1.991822 2.842 -5.478 1.078
H -0.332813 -1.276011 -3.189108 0.091 -0.353 -1.141
H -0.908168 1.937436 3.399762 0.595 -0.488 -1.208
H 0.333020 0.967055 2.525980 0.368 0.472 0.031
H 0.254585 2.857094 2.480085 -0.860 -1.933 -1.113
H -1.758272 0.466460 1.498886 0.386 1.740 -0.246
H -2.075982 2.311302 1.146538 0.123 -0.866 0.701